16
Properties=species:S:1:pos:R:3:forces:R:3:nbo_charge:R:1 method="wB97M-V/def2-TZVPD" charge=-1 multiplicity=3 fmax_ev_per_a=4.31 orbital_gap_ev="5.60 / 6.17"
C -0.3605 -1.3005 -0.5755 -0.2534 -1.3904 2.3225 -0.41
C -1.2705 -0.1987 -0.1740 -1.8727 -0.4012 0.6456 -0.26
C 0.8739 -1.1393 0.2414 2.7184 0.0305 0.8277 -0.31
C -0.0798 1.9044 0.1330 -2.9749 0.9812 2.9651 -0.51
N -0.7815 1.0186 -0.6590 -0.7190 0.0038 -0.7916 -0.29
N 1.8267 -0.3378 -0.4964 1.2668 -0.4494 -1.0418 -0.22
O 2.1733 0.7863 0.0765 1.3490 -0.6265 0.2949 -0.62
H -0.7837 -2.2373 -0.1992 -0.5345 -0.2020 -0.4520 0.17
H -0.2057 -1.3601 -1.6309 0.4283 0.0854 -0.5925 0.22
H -2.2152 -0.4392 -0.6477 -0.6730 0.3581 -0.5659 0.17
H -1.5623 -0.3238 0.9184 0.8545 0.6210 -0.5626 0.14
H 0.8363 -0.6793 1.2550 -1.0616 0.0047 -0.4087 0.18
H 1.3576 -2.1174 0.4973 -0.2015 0.1484 -0.5438 0.15
H -0.4304 1.9516 1.2737 0.2318 -0.3309 -1.5896 0.10
H 0.9709 1.6088 0.2553 0.7075 0.1667 -0.3188 0.32
H -0.3492 2.8636 -0.2679 0.7340 1.0006 -0.1887 0.18